Record 1
Computed, not measured: C42H48EuFN4 as an isolated structure, with ωB97M-V/def2-TZVPD.

Cartesian coordinates (Å):
1 H -1.569681 -1.314846 -5.070941
2 H 1.494791 3.530606 -1.894532
3 N 0.655161 -1.075850 2.172963
4 C 1.113244 2.701006 -1.310031
5 C 0.440277 -4.455025 5.182627
6 H -5.993550 -2.358182 0.039475
7 H 3.777230 2.915164 -2.628214
8 H 3.378334 0.065151 6.822821
9 C -3.981593 -1.669223 0.173737
10 H 3.193797 4.671106 -0.953053
11 C -0.653575 -1.092740 -4.535058
12 C 2.608147 -0.009004 6.050599
13 H -1.409036 4.215529 -4.221764
14 H -0.086055 2.463309 -5.414400
15 H -3.895542 4.004348 -3.302451
16 H -5.355045 -3.265207 1.969579
17 N 1.677649 1.173744 0.548361
18 C 4.934998 2.297564 1.952763
19 H 5.317256 3.305902 1.775483
20 H 0.047598 -5.057535 6.005443
21 C -5.062198 -2.625084 -1.883924
22 H 6.920611 1.423269 2.186267
23 C 2.690062 1.083741 1.453816
24 C 1.765406 -0.755368 2.900615
25 C 1.722459 -1.445623 4.180941
26 H -1.338995 -1.917243 -2.712043
27 C 1.570774 -0.187102 -4.534868
28 H 1.527258 -4.549778 5.172165
29 F 0.245812 -0.115370 -6.493227
30 H 5.656020 0.259905 1.755051
31 C -2.912031 -0.792547 -0.224849
32 H 4.682734 4.347183 -0.072381
33 H 1.303288 2.799540 -4.384176
34 H 5.239739 2.525202 -1.726475
35 C -0.131788 -1.879638 2.963128
36 C -2.218786 -1.885543 1.564871
37 H 0.727102 4.035598 -5.520043
38 H 2.697105 0.852395 5.389389
39 C 3.671127 2.098924 1.174943
40 H 2.383860 0.289856 -5.070505
41 C -3.886392 -4.803832 1.606223
42 C 0.388569 -0.467005 -5.184190
43 H -3.865698 0.113952 -1.894166
44 C 1.958017 2.223446 -0.288310
45 N -1.855120 -0.961891 0.620353
46 C -0.522972 3.782918 -3.750610
47 C -5.263670 -1.834985 -0.582985
48 C -0.936311 2.714718 -2.787090
49 H -5.684443 -0.853625 -0.822352
50 C 1.685527 -0.521904 -3.189263
51 H 1.629916 0.039176 6.531578
52 C -1.996981 1.052948 -1.672425
53 H -5.099130 3.000479 -4.128295
54 H 6.286512 1.364105 0.532677
55 H -1.880270 -2.967523 3.357281
56 C 6.018115 1.274837 1.586746
57 H -4.710096 2.709274 -2.424144
58 H -4.374931 -2.105118 -2.551888
59 H 4.718372 2.222492 3.022605
60 H -1.053538 -2.912791 5.388599
61 H -2.784819 2.306626 -4.777847
62 C 2.751139 -1.317445 5.261636
63 C -3.555028 -2.337041 1.298833
64 C 4.543238 3.328589 -1.971192
65 C 0.034795 -2.984479 5.339535
66 H 0.058804 -4.860441 4.244524
67 C -3.184433 2.014079 -3.803398
68 H -4.638141 -3.608002 -1.672262
69 C -2.068590 1.960761 -2.807785
70 C 3.218109 2.802203 0.081906
71 H 3.580755 0.265175 3.198110
72 C -0.498243 -1.418604 -3.192071
73 H -0.024333 4.587383 -3.204272
74 C -2.960807 0.125943 -1.297849
75 H -4.046881 -3.293686 3.140433
76 H 2.659955 -2.160660 5.950643
77 Eu 0.292163 -0.548814 -0.107257
78 C 2.731718 0.173490 2.530796
79 C 0.415433 3.241204 -4.837060
80 H -2.815747 -4.963955 1.739276
81 H -6.013612 -2.761843 -2.405735
82 C -0.145236 2.250097 -1.660223
83 H -4.424901 -5.573417 2.166342
84 H 0.421911 -2.605099 6.288662
85 H 2.636390 -0.295319 -2.708908
86 C 0.667629 -1.150416 -2.444110
87 H -3.608713 1.013951 -3.917664
88 C -4.275504 -3.395226 2.076753
89 C 0.548773 -2.135871 4.218860
90 C -4.291756 2.991567 -3.391518
91 N -0.827623 1.259221 -1.003338
92 H 3.751130 -1.368936 4.822012
93 C -1.416005 -2.291020 2.648263
94 C 3.907344 3.886346 -0.689057
95 H 5.087061 4.107273 -2.513527
96 H -4.115380 -4.921477 0.546034

Cartesian forces, eV/Å:
0.0104 0.0279 -0.0144
0.0449 -0.0338 -0.0180
0.1376 0.0422 0.1627
-0.5661 -0.0305 -0.4476
-0.0684 0.0651 0.0683
-0.0493 0.0569 0.0158
0.0049 -0.0199 -0.0119
-0.0313 0.0280 -0.0009
0.1168 0.4502 -0.4411
0.0347 0.0601 0.0341
-0.1126 -0.0044 -0.1429
0.0851 -0.1025 0.0181
-0.0057 0.0349 0.0338
0.0535 -0.0243 -0.0100
-0.0042 0.0044 0.0174
-0.0162 0.0173 0.0384
0.0837 0.2103 -0.0692
0.0053 -0.1209 -0.1589
0.0073 0.0152 0.0567
0.0220 -0.0253 -0.0270
-0.1672 0.0443 0.0612
0.0052 -0.0223 -0.0261
0.3735 0.4650 -0.3384
0.2425 0.3805 -0.2023
-0.1542 -0.2687 0.0665
-0.0429 0.0706 0.0050
0.1184 0.0682 -0.1200
-0.0001 -0.0212 -0.0160
0.0049 -0.0074 -0.0351
0.0024 -0.0121 -0.0207
-0.4042 -0.4799 0.4251
-0.0230 0.0510 0.0052
0.0051 -0.0345 -0.0239
0.0110 -0.0044 -0.0168
-0.6104 -0.1630 -0.2099
-0.6580 -0.1944 -0.2772
0.0020 -0.0183 0.0039
-0.0202 0.0134 -0.0080
-0.1207 -0.3998 0.3824
-0.0386 0.0187 -0.0229
-0.1136 0.0666 0.1320
0.0200 -0.0641 0.1991
0.0146 -0.0432 -0.0105
0.6490 0.2673 0.3973
-0.2234 -0.0516 0.0044
0.0877 -0.1709 -0.0823
0.1818 -0.0882 -0.0349
-0.3339 -0.0842 -0.0218
-0.0648 -0.0201 0.0317
-0.0404 -0.2645 0.1903
-0.0040 0.0109 0.0013
-0.2967 -0.2472 0.4596
-0.0047 0.0223 0.0313
-0.0024 -0.0170 -0.0032
-0.0330 0.0181 -0.0150
0.0072 0.1032 0.0892
0.0048 0.0184 0.0048
0.0277 -0.0037 0.0023
0.0345 0.0511 0.0160
-0.0043 0.0334 0.0432
-0.0188 -0.0470 -0.0175
-0.1369 0.1264 -0.0021
0.5171 0.0076 0.3304
0.0296 0.1804 0.0814
0.0906 -0.1003 -0.0934
0.0110 0.0003 -0.0079
-0.0274 0.1507 0.1544
-0.0036 -0.0054 -0.0025
0.1854 0.1900 -0.1700
-0.5401 -0.0474 -0.3928
-0.0070 0.0267 0.0050
0.2437 -0.1667 0.1721
-0.0324 0.0503 -0.0161
0.1374 0.4265 -0.4915
-0.0542 0.0064 0.0249
0.0589 -0.0299 -0.0212
-0.1041 0.1503 0.2574
-0.1689 -0.4694 0.4081
-0.0854 0.1113 0.0526
0.0108 -0.0095 -0.0283
0.0419 -0.0269 -0.0353
0.5310 0.2243 0.2777
0.0211 -0.0117 -0.0277
-0.0495 0.0067 0.0152
-0.0240 0.1066 0.0079
0.0766 -0.1799 -0.7848
0.0197 -0.0080 -0.0793
0.1249 -0.0763 -0.1979
0.3448 0.1298 0.1445
-0.0032 -0.0911 -0.0702
-0.0274 -0.0032 -0.0530
0.0105 -0.0317 0.0304
0.6154 0.0398 0.4082
0.0252 -0.2331 -0.0136
-0.0123 -0.0401 -0.0287
0.0158 -0.0299 -0.0063

Calculated values
Calculated total energy: -2658.57207 hartree
Total charge: -1
⟨S²⟩: 15.81
M: 779.836 u
2S+1: 8
E_LUMO (spin up / spin down): 2.2888 / 2.0092 eV

Record 2
Computed, not measured: a 11-piece molecular cluster, C23H71N5O11 overall at a distorted geometry, with ωB97M-V/def2-TZVPD.

Cartesian coordinates (Å):
1 H 5.042661 1.960046 3.212926
2 C -0.450317 -1.431329 5.943012
3 H -2.008075 2.099752 5.073428
4 H -7.002734 -1.328992 -4.417652
5 C 1.283067 0.365510 -7.588637
6 H 3.728342 -0.741112 -7.245335
7 H 0.125315 -0.516944 5.787346
8 C -4.700470 -1.567538 2.764966
9 C -0.002240 -2.996702 1.499058
10 H 0.736354 -2.362856 0.994997
11 O 3.641636 2.837382 -2.529926
12 H 1.759873 3.426429 1.176011
13 H -2.138040 0.987863 -1.100200
14 H -5.511623 -1.237986 2.105684
15 H -2.452655 -2.415593 3.166844
16 N -2.971061 -3.297130 3.109782
17 H -0.215123 -0.068441 0.073278
18 H -3.356657 -0.342667 0.828843
19 C 4.754771 -1.475396 -4.754399
20 H 4.549108 -2.278419 2.045658
21 H 2.891059 2.810604 -1.902109
22 H 4.018618 -2.180333 -4.344166
23 H -7.150973 0.395055 -3.924952
24 H -2.562208 0.812508 1.956037
25 H -0.054642 -3.940565 0.948066
26 O 0.079155 4.465396 -2.755727
27 C -0.997739 2.240398 4.621731
28 H 0.596443 4.579107 -3.557397
29 H -0.477901 -1.649460 7.012445
30 H -0.270369 1.816005 5.347666
31 H -5.425276 -3.898620 3.665153
32 C 4.016575 -0.204006 -5.166063
33 H -1.046843 1.512177 3.770703
34 O -3.220389 0.670059 -2.852231
35 C -2.869903 1.492380 -1.726294
36 H -6.305085 0.056558 -5.392892
37 H 3.012652 3.502456 2.055622
38 N 1.497140 -2.845001 5.574413
39 N -5.526024 -1.097310 -2.328569
40 H 3.826926 2.189878 0.616306
41 H 5.363225 -2.016515 -5.476695
42 H 2.756160 -2.144504 1.960817
43 O -0.638460 4.145520 1.069920
44 C 4.617038 1.817709 1.271563
45 C 0.843056 1.572129 -0.900871
46 H 2.392496 -1.219066 -6.165838
47 H 3.654944 1.944997 -2.915996
48 H -4.801121 -4.971046 2.460849
49 H 5.683754 0.025136 1.909362
50 H 1.611946 0.994997 -1.449561
51 C 0.226089 -2.132874 3.661289
52 C 0.392004 0.811244 0.348357
53 H -1.467637 -1.264952 5.582059
54 H 5.969158 3.549988 0.923765
55 H 3.635527 -1.988720 0.560627
56 H 2.013209 -3.497695 4.994098
57 H 0.658913 1.227005 -7.821562
58 H -0.227011 1.399239 1.028001
59 C -6.517617 -0.358556 -4.404765
60 H -0.571922 -3.403952 5.215723
61 C -3.462991 0.232329 1.755305
62 O 2.143849 3.915169 1.931133
63 C -4.474316 0.887930 -3.426442
64 H 6.660318 2.281312 1.932839
65 H 3.530576 1.538019 2.851521
66 H -0.451652 -1.308057 3.401792
67 H -4.287574 0.949662 1.665516
68 H -0.146353 3.735283 0.314291
69 H 2.831066 -0.296165 -3.615772
70 N 3.340698 0.465814 -4.070935
71 H -6.165481 -0.618740 -1.703406
72 H -3.781299 1.670176 -1.149945
73 H 5.140880 -0.041005 0.258700
74 H 1.210005 0.347320 0.906362
75 C 4.847617 0.325912 1.255763
76 C 6.003101 2.473666 1.082282
77 O -0.699987 3.431170 3.996517
78 H 0.604177 -0.374360 -7.151500
79 H -0.923821 -2.478619 1.186781
80 C 0.129639 -2.569236 5.117778
81 N 4.236550 2.253984 2.664243
82 H -3.271242 -3.289223 4.089555
83 O 1.300298 2.844670 -0.591315
84 H -4.623844 -1.151485 -4.190981
85 H 2.572784 1.021398 -4.444253
86 C 3.129688 -0.433525 -6.381875
87 C 3.704018 -1.719436 1.629714
88 C -4.153188 -2.920336 2.307802
89 O -3.670532 -0.612784 2.858470
90 H 1.149794 -1.607997 3.397005
91 C -5.204880 -0.433033 -3.606205
92 H -0.019688 1.631067 -1.587915
93 H 6.500425 2.033078 0.210172
94 H -4.384304 1.224652 -4.468582
95 O -0.007371 -3.324013 2.851975
96 C -5.223269 -3.973747 2.593451
97 H -2.425043 2.448134 -2.007213
98 H 0.654414 3.926269 -2.169110
99 H 1.738223 0.007553 -8.517381
100 H -3.850167 -2.932017 1.258830
101 H -5.063142 1.552518 -2.787740
102 H 4.820473 0.476292 -5.478291
103 H 1.471035 -3.317782 6.474068
104 H -5.086760 -1.732474 3.774087
105 H -1.427544 4.518463 0.663268
106 H -6.121155 -3.866232 1.985474
107 O 3.709052 -0.342539 1.715490
108 H 5.383301 -1.347032 -3.869858
109 H -4.628182 -1.029683 -1.846021
110 O 2.304703 0.694434 -6.680012

Cartesian forces, eV/Å:
-0.1326 0.1693 0.3566
0.0011 0.1451 -0.2369
-0.3023 0.2970 0.4991
-0.0164 0.0246 -0.1681
0.0658 -0.0733 0.0327
0.0130 0.0774 -0.1422
-0.1202 0.0435 0.0416
0.5738 0.0526 -0.5717
-1.6084 -0.5811 -1.7266
0.8029 -0.0685 1.0124
-0.0703 -0.2785 -0.0471
-0.0819 0.3294 -0.0035
-0.0548 -0.2685 -0.1556
-0.0971 0.1425 0.0298
0.5936 -0.2787 -0.4955
-0.2314 1.1112 0.2986
-0.1587 0.0113 -0.2302
0.0497 0.0639 -0.0903
-0.8832 -0.6990 1.4419
0.1402 0.3914 0.3688
-0.1897 0.3576 0.3977
-0.1239 -0.2155 -0.3790
-0.3352 -0.2366 0.0420
0.0699 -0.1016 -0.0281
0.2312 -0.0366 0.0329
0.0156 -0.1159 -0.2560
0.2527 1.2307 -2.5197
0.0677 -0.0150 0.0511
0.0302 -0.1174 0.0031
0.2726 0.0692 0.3223
-0.4826 0.0009 -0.0561
1.5458 1.0968 -1.1941
0.0775 -1.0797 0.1661
0.6170 -0.2130 0.3429
-0.4354 0.0914 -0.1200
-0.1803 -0.3894 -0.2069
-0.4484 0.3832 0.2795
0.2198 -0.6636 0.7529
1.5042 -0.3271 0.2062
0.2134 -0.2922 -0.3883
-0.2198 0.3871 -0.4608
0.1388 0.3829 0.7725
-0.1466 -0.2685 -0.9678
1.6045 1.2253 1.8522
-0.0988 1.0261 0.6242
0.3507 -0.5087 0.1209
0.1548 0.3153 0.1292
-0.0478 -0.0062 -0.2520
0.1599 0.4213 0.1040
0.1001 -0.4216 -0.0063
-0.7490 -0.3842 -0.5051
-0.2534 -1.1904 -0.1223
-0.0352 0.2366 0.1879
-0.2810 -0.0147 0.0581
0.5098 -0.1209 -0.1309
-0.3247 0.0991 -0.4511
0.3388 0.2855 0.1845
0.2453 0.3461 -0.0402
0.6931 1.5382 0.3841
0.2210 -0.3075 -0.3667
-0.1154 0.2618 -0.0867
0.4766 -0.1326 -0.3582
-0.1768 -0.6378 -0.7407
-0.1800 -0.0944 0.1655
-0.4002 0.6399 0.8110
-0.8133 -0.4499 0.1123
-0.0858 -0.0775 -0.1483
0.1168 0.2828 0.4807
0.0103 0.3315 0.5678
-0.8484 -1.6405 0.1800
-0.2287 0.4689 -0.5126
0.0794 0.1108 0.2282
-0.2527 0.1313 -0.1784
0.2511 0.5029 0.1241
0.2207 -0.9093 -0.5155
-0.1260 -0.2486 -1.2841
-0.6233 -0.8195 2.0440
0.1185 -0.2858 -0.1409
-0.2269 0.0462 0.4283
0.5555 0.9671 -0.1323
0.0712 -1.7285 -0.9974
-0.2746 -0.5814 -0.0366
0.1866 -0.2429 -0.9030
0.6303 0.1880 0.3513
0.2678 0.3095 -0.1344
-1.1693 -0.3145 0.1849
-0.5728 -0.8962 -1.8246
-0.2836 -0.7053 0.7416
-0.1085 -0.1840 0.6426
0.5773 -0.6557 0.3252
-1.8345 -0.9488 0.4187
-0.1301 -0.1547 -0.1869
0.0373 0.1474 -0.0674
0.2207 0.8747 0.2243
1.4160 1.6909 0.3583
0.5830 -0.1468 -0.0833
-0.0779 0.0287 -0.2732
-0.0357 -0.0493 0.6070
-0.2519 -0.2310 -0.1180
-0.0742 0.1584 -0.0462
-0.1840 0.2047 -0.3120
-0.1548 0.1867 -0.2163
-0.0648 0.2460 0.1254
-0.1131 0.2391 0.0697
0.0212 0.0251 0.0565
-0.0913 0.0520 0.1540
-0.7432 0.3771 0.8275
0.1582 0.6339 -0.1868
-0.1760 -0.4722 0.3562
0.6536 0.4234 0.1222

Calculated values
Energy relative to the best compared isomer or geometry (same formula, charge and spin): 0.000 eV
Calculated total energy: -2020.07170 hartree
Total charge: -2
M: 593.845 u
2S+1: 1
E_LUMO: 3.6449 eV

Record 3
Computed, not measured: C10H6BrN4NiO2 as an isolated structure at a distorted geometry, with ωB97M-V/def2-TZVPD.

Cartesian coordinates (Å):
1 Ni -0.328595 0.303570 0.315049
2 Br 2.013232 0.399775 -1.506971
3 C 0.180664 -2.042525 2.059400
4 C -3.338466 -1.330476 -3.919539
5 O -0.291425 1.666824 1.496834
6 O -0.601663 2.052571 0.317346
7 N -1.617129 -3.800454 4.466786
8 H -3.302382 -1.494344 -4.994278
9 N -0.647021 -0.250692 -1.525744
10 C 0.400554 -2.965193 3.122638
11 H -0.954436 -0.990288 -5.266143
12 C -1.820531 -0.626608 -2.048955
13 C -0.705914 -3.420926 3.865756
14 C 0.349632 -0.395973 -3.679927
15 N 2.776781 -3.753977 3.662200
16 H -4.091956 -0.568679 -3.718273
17 C -0.872982 -0.784731 -4.205751
18 H -2.650222 -0.695406 -1.356023
19 C 1.703445 -3.399631 3.420049
20 H -3.670276 -2.255882 -3.447843
21 H 1.229503 -0.290025 -4.296761
22 C 0.411172 -0.140063 -2.330788
23 N 0.001126 -1.303138 1.206277
24 C -1.992044 -0.910241 -3.392414

Cartesian forces, eV/Å:
-0.3090 -0.6661 -0.7749
0.1485 -0.0001 -0.0778
0.2099 -0.6784 0.5113
0.0859 0.0263 0.0273
-0.0119 0.4243 0.1285
-0.0604 0.6839 0.2791
0.0997 0.0686 -0.0788
0.0105 0.0056 0.0065
0.2470 -0.0394 0.1625
-0.1481 0.0795 -0.1045
0.0045 -0.0006 0.0136
-0.0746 0.0066 0.1494
-0.0018 -0.0083 -0.0370
-0.0692 -0.0410 -0.1372
-0.1363 0.0510 -0.0429
0.0185 0.0081 0.0018
0.0750 0.0004 -0.1157
0.0148 0.0011 0.0085
0.0890 0.0293 -0.0473
0.0182 0.0034 0.0018
-0.0107 -0.0071 -0.0045
0.0018 0.0049 0.1077
-0.0365 0.1024 0.0800
-0.1648 -0.0544 -0.0574

Calculated values
Calculated total energy: -4836.06263 hartree
Total charge: +1
⟨S²⟩: 2.07
M: 352.781 u
2S+1: 3
E_LUMO (spin up / spin down): -3.7407 / -7.3147 eV

Which value of 2S+1 does entry 2 give? 1

Which formula does entry 3 have? C10H6BrN4NiO2

Which of these has the lowest 2S+1? C23H71N5O11